# 1
Computed, not measured: C21H57O20P5S2 as an isolated structure in a non-equilibrium geometry, with ωB97M-V/def2-TZVPD.

Geometry (Å):
S  2.94701  -1.10771  -1.28554
S  5.14787  2.27946  -2.11793
P  -3.16012  -0.04965  8.29482
P  -1.76148  -4.61177  -1.37485
P  4.41250  -0.39137  -2.31652
P  2.37658  3.47347  5.58005
P  0.15690  -2.67158  -7.74383
O  -2.52198  -4.88697  -0.00159
O  -0.23313  -4.50409  -0.98622
O  0.38127  -1.24424  -7.53599
O  0.26378  -3.17142  -9.24386
O  2.59523  5.05201  5.54200
O  -2.31887  -3.48594  -2.11746
O  3.55776  2.74501  6.02591
O  4.10430  1.16141  -2.82535
O  -1.76396  -6.00546  -2.13093
O  -2.86306  -0.77451  9.52493
O  4.48364  3.70958  -2.49221
O  -0.45143  2.37810  -0.13916
O  -2.95499  -0.85576  6.94726
O  -1.28307  -3.15641  -7.26411
O  1.16738  -3.64708  -7.01519
O  1.82791  3.10109  4.14334
O  -4.65818  0.42964  8.11097
O  1.06125  3.26271  6.43988
O  4.93147  2.14339  -0.70777
O  -2.27940  1.26726  8.12329
C  -2.49390  2.11678  6.98984
C  1.30474  -3.50476  -5.59212
C  -1.68586  -1.49945  6.77604
C  -0.44192  0.12451  -2.88192
C  -5.22326  1.23868  9.15027
C  2.24631  4.13544  -3.31226
C  0.44659  2.36660  -3.79881
C  -0.51194  -2.45351  -10.21034
C  0.48674  0.82953  -3.86899
C  2.77523  3.12599  3.06393
C  -2.05626  -5.92744  0.86473
C  1.38658  2.99400  -2.74197
C  -0.10086  0.31686  -1.38558
C  -3.01438  -6.42405  -2.68966
C  -1.10155  1.20281  -0.61224
C  1.50590  5.90532  5.17822
C  0.17415  -3.34627  -0.23968
C  1.13772  3.53553  7.84653
C  -0.57226  2.57674  1.25301
C  -1.62723  -4.54253  -7.35215
C  3.67438  3.78254  -3.69567
H  1.73838  4.65756  -4.11994
H  -1.65061  -4.96646  -6.34878
H  -1.58659  -5.47832  1.73903
H  4.64944  -1.11143  -3.49804
H  0.15797  1.96392  1.78666
H  1.51745  0.47861  -3.80287
H  -3.11026  1.64203  6.22728
H  -5.47469  2.21394  8.73506
H  -2.88048  -7.43010  -3.07719
H  -3.30659  -5.75889  -3.50115
H  3.27110  4.09601  3.00505
H  2.14648  3.81021  8.15365
H  -1.87789  1.51209  -1.31551
H  0.96477  -2.84228  -0.78791
H  -2.98034  3.03413  7.32142
H  -2.91444  -6.51565  1.18334
H  -0.87019  -0.78242  6.88283
H  2.01548  2.25434  -2.25943
H  0.82711  2.64757  8.39245
H  -1.58034  0.64813  0.19169
H  5.62912  -0.38298  -1.61696
H  4.05339  4.63034  -4.26366
H  -0.65139  -2.65103  -0.08453
H  2.23003  2.95263  2.14108
H  0.75313  3.44680  -1.98905
H  0.71350  -2.67472  -5.20503
H  0.97911  -4.42813  -5.11571
H  -0.92004  -5.10289  -7.96290
H  -6.12951  0.75782  9.51011
H  -1.66255  -1.91599  5.77308
H  -1.56404  -2.42970  -9.92160
H  -1.34044  -6.58310  0.37021
H  -3.79459  -6.43678  -1.92682
H  0.14344  0.55954  -4.87006
H  0.67811  5.34895  4.73937
H  1.15477  6.43199  6.06516
H  0.55527  -3.66946  0.72831
H  -0.34184  3.61998  1.46255
H  0.91086  0.68270  -1.27458
H  -1.56834  -2.30055  7.50425
H  -4.53455  1.37029  9.98469
H  0.76709  2.74575  -4.76997
H  1.86836  6.63077  4.45279
H  2.34992  4.87422  -2.51612
H  0.45725  4.35417  8.07924
H  -2.61791  -4.62034  -7.79559
H  -1.59259  2.39983  1.59481
H  -0.16581  -0.67204  -0.93218
H  -1.52528  2.36344  6.55749
H  -0.13717  -1.43638  -10.31440
H  -0.37869  -0.94479  -3.08775
H  -0.41571  -2.97299  -11.15953
H  -1.48315  0.38426  -3.06910
H  2.35327  -3.33260  -5.36101
H  -0.58674  2.67887  -3.65753
H  3.76478  2.91459  -4.34476
H  3.51916  2.34204  3.19294

Orbital gap = 9.6 eV
HOMO energy = -9.24 eV
Net charge = 0

Here are the Mulliken charges for atoms 1 to 2, given in e: atom 1 (S): -0.312, atom 2 (S): 0.452



# 2
Computed, not measured: a 3-piece molecular cluster, C25H38BF16IN3O5 overall in a non-equilibrium geometry, with ωB97M-V/def2-TZVPD.

Geometry (Å):
I  1.11419  1.02908  -4.07756
F  -3.66238  1.78311  2.40967
F  -2.65010  -0.07438  1.92577
F  -3.61824  1.09828  -0.40082
F  2.17203  2.20984  5.89746
F  1.29105  7.63661  4.76688
F  0.11086  1.61198  4.07079
F  -1.26056  7.06693  3.93941
F  -3.51978  5.28004  0.77169
F  -5.49194  3.61119  1.72129
F  -6.09026  4.73646  -0.03397
F  1.21572  3.40069  3.57487
F  -2.93799  3.21980  0.50346
F  1.18175  4.07903  6.38788
F  -0.66389  5.94084  5.69672
F  -4.70479  -0.69800  0.10018
F  1.90458  5.58226  4.49269
O  2.32387  -3.91803  -1.41672
O  2.05923  -5.71572  -3.08191
O  -0.86124  3.56553  4.43625
O  2.17468  -1.90952  -4.55687
O  -5.69695  1.24318  0.46672
N  0.14861  -3.33997  -4.41794
N  5.21539  1.33481  1.41381
N  2.79440  -2.46394  -7.05121
C  0.70306  -1.95932  -4.59134
C  2.55233  -2.02671  -5.94156
C  -3.86016  0.53963  1.92523
C  2.80369  0.33076  1.60349
C  -0.43702  6.06341  4.36634
C  -4.45709  0.56897  0.51390
C  -0.89875  4.77389  3.65723
C  0.27785  -1.31753  -2.05863
C  0.06136  -0.84730  -3.61701
C  0.41304  -0.26966  0.43925
C  0.37344  2.87772  4.48908
C  0.09437  -3.83108  -2.99841
C  -5.73824  2.44179  -0.31396
C  0.97015  2.83883  5.90062
C  -5.27153  3.72879  0.38959
C  -0.26210  -0.22306  -1.01877
C  2.01112  -0.47814  0.45362
C  3.80545  1.42145  0.90208
C  -1.40620  -4.72311  -0.32380
C  -3.83267  4.14529  0.10209
C  4.11010  -6.94223  -3.77378
C  -0.50598  -2.75449  -1.94784
C  3.36784  -5.48583  -3.68155
C  -0.63252  -3.30106  -0.44402
C  1.00145  6.49646  4.08980
B  1.51669  -4.51211  -2.48768
H  5.32790  0.55933  2.09101
H  -0.43012  4.64502  2.67769
H  -4.51850  0.00853  2.61595
H  -0.21758  0.85948  -1.38308
H  2.01794  0.82595  2.27930
H  3.30034  -4.99218  -4.73174
H  1.39094  -1.56987  -1.97246
H  -1.39089  -0.45628  -0.86081
H  4.06991  -4.82334  -3.06812
H  -3.67934  4.33686  -0.96357
H  5.80444  1.09535  0.58981
H  2.12949  -4.45646  -0.60541
H  -2.14048  -4.70578  0.57350
H  -5.27245  2.30831  -1.29419
H  -2.04189  -4.91793  -1.25468
H  -0.03771  -1.11512  1.08699
H  3.47264  -7.72796  -3.23312
H  -0.62444  -5.54121  -0.13814
H  -6.80137  2.58109  -0.53366
H  -0.84360  -3.29924  -4.75246
H  -1.59061  -2.51978  -2.30075
H  1.15840  6.69375  3.02562
H  0.30559  2.31310  6.58961
H  -1.30303  -2.53858  0.11888
H  0.42250  -1.63327  -5.67046
H  -0.65953  -4.71718  -2.99421
H  2.47205  -0.31045  -0.59917
H  0.63490  -4.00852  -5.05250
H  3.85666  1.28846  -0.23716
H  -1.07859  -0.77370  -3.75727
H  5.10942  -6.87224  -3.18899
H  0.36939  -3.28611  0.14008
H  0.20025  0.71166  1.02186
H  -1.96151  4.91414  3.43532
H  3.32580  2.45353  1.09619
H  2.18264  -1.60909  0.66593
H  3.40957  -0.39022  2.28207
H  4.32297  -7.19554  -4.87036

Orbital gap = 7.1 eV
HOMO energy = -10.82 eV
Net charge = +1

Here are the Mulliken charges for atoms 1 to 2, given in e: atom 1 (I): 0.120, atom 2 (F): -0.192



# 3
Computed, not measured: C21H19InN5S as an isolated structure, with ωB97M-V/def2-TZVPD.

Geometry (Å):
In  -0.15390  0.53710  0.26793
S  2.00768  1.44373  0.78925
N  -1.19047  0.93964  2.14014
N  0.33697  -1.17045  -1.05014
N  3.58445  0.94825  -1.38679
N  2.78434  3.07615  -1.12648
N  -2.18499  0.62097  -0.40686
C  -4.42859  0.98941  0.39051
C  4.12705  -1.17164  -2.35439
C  -4.89515  0.78377  -0.92471
C  -2.84648  1.53313  4.27383
C  -5.30483  1.28002  1.48817
C  3.85995  -0.45504  -1.19307
C  -1.48685  1.43377  4.45065
C  -4.81540  1.45751  2.73469
C  2.85794  1.81473  -0.72249
C  3.95690  -1.04838  0.05649
C  -3.05297  0.89434  0.61026
C  -3.40815  1.34962  2.99190
C  -2.53441  1.05668  1.94419
C  -0.68180  1.13616  3.35354
C  4.28414  -2.39646  0.12979
C  -4.00698  0.48876  -1.93394
C  4.53510  -3.13007  -1.02166
C  4.46977  -2.51211  -2.26420
C  0.49694  -2.12498  -1.66808
C  0.69373  -3.33347  -2.43692
C  -2.65051  0.41307  -1.63724
H  4.38473  -2.86301  1.10044
H  -5.95633  0.85350  -1.13116
H  0.03990  -3.32338  -3.30951
H  2.34707  3.76379  -0.53160
H  -3.49392  1.75988  5.11221
H  -5.47678  1.68208  3.56124
H  0.39212  1.05091  3.46531
H  -1.03034  1.57790  5.41947
H  -1.92353  0.19505  -2.41001
H  4.82000  -4.17100  -0.94841
H  4.05091  1.31813  -2.21004
H  3.35155  3.42934  -1.88731
H  4.71206  -3.06455  -3.16287
H  -6.36691  1.35453  1.29475
H  -4.33889  0.32261  -2.94874
H  1.73770  -3.38794  -2.74695
H  0.45360  -4.19135  -1.80618
H  3.84104  -0.47895  0.96674
H  4.10253  -0.68175  -3.32176

Orbital gap = 7.4 eV
HOMO energy = -17.22 eV
Net charge = +3

Here are the Mulliken charges for atoms 1 to 2, given in e: atom 1 (In): 1.293, atom 2 (S): -0.430



# 4
Computed, not measured: a 3-piece molecular cluster, C20H30F3NO8Si overall in a non-equilibrium geometry, with ωB97M-V/def2-TZVPD.

Geometry (Å):
Si  -4.11771  1.70705  -0.60436
F  -3.56702  -1.75992  4.69493
F  -4.10803  -3.26026  2.20270
F  -6.05325  -2.26562  2.45296
O  8.41447  1.36133  -4.12943
O  -1.30449  -0.56948  2.67233
O  2.86223  -2.47622  -0.29259
O  4.47253  -3.80803  0.47497
O  -1.77490  -1.76957  0.84305
O  7.92764  2.87354  -5.72989
O  6.37516  2.25818  -4.21673
O  4.97418  -2.20561  -1.02475
N  -1.33702  2.51735  1.80643
C  -4.75855  -2.25952  2.76878
C  -2.79511  2.61227  1.83919
C  4.17778  -2.77519  -0.34747
C  -3.36178  1.36585  1.12666
C  3.31842  -4.03932  1.30059
C  -4.08849  0.14382  3.32654
C  -4.17360  -1.32199  3.55882
C  2.19403  -3.54023  0.42489
C  0.98303  -3.03046  1.15963
C  -0.94330  1.46217  1.19137
C  -4.30042  0.07608  -1.51589
C  6.30517  1.16681  -3.28722
C  -4.44527  0.58742  1.89239
C  8.12468  -0.41134  -2.48386
C  7.75558  0.98563  -2.90460
C  -2.98307  2.81396  -1.64113
C  7.60650  2.22936  -4.78673
C  -2.03805  0.60037  0.76004
C  -5.83196  2.47874  -0.53741
C  -1.68479  -0.74174  1.50340
H  -1.94016  2.60582  -1.39813
H  -4.77475  -0.23601  1.25817
H  0.08981  1.18782  1.02975
H  3.42807  -3.45633  2.21764
H  -4.64717  0.22444  -2.53812
H  1.25755  -2.23951  1.86009
H  -3.02217  3.46832  1.18503
H  -5.85235  3.43917  -0.02494
H  -5.29631  1.26643  1.97074
H  -6.20742  2.55262  -1.55704
H  7.87006  -1.13039  -3.26282
H  7.60109  -0.68505  -1.56814
H  3.23352  -5.09327  1.55167
H  -1.89059  0.40921  -0.30472
H  -5.04151  -0.55024  -1.01475
H  5.66628  1.42095  -2.44569
H  0.26011  -2.60553  0.46970
H  5.89368  0.29615  -3.80173
H  -3.24709  2.94217  2.77266
H  -4.79345  0.64988  4.00389
H  1.90207  -4.29989  -0.30550
H  -0.72585  3.20288  2.22483
H  -3.18847  3.86875  -1.46289
H  9.19815  -0.49129  -2.31306
H  -3.10652  0.50999  3.61588
H  -3.38056  -0.50863  -1.54193
H  8.05167  1.70493  -2.13540
H  -6.49403  1.79247  -0.00642
H  -3.16382  2.58125  -2.68833
H  0.49556  -3.83253  1.71192

Orbital gap = 7.5 eV
HOMO energy = -8.04 eV
Net charge = 0

Here are the Mulliken charges for atoms 1 to 2, given in e: atom 1 (Si): 0.390, atom 2 (F): -0.334



# 5
Computed, not measured: C33H66Br2FN3O2PS as an isolated structure in a non-equilibrium geometry, with ωB97M-V/def2-TZVPD.

Geometry (Å):
Br  0.86755  -0.73904  4.56499
Br  0.97742  2.09679  6.05812
S  3.33285  -0.43222  -1.10825
P  -0.00282  -0.99527  -1.49498
F  -5.25640  -0.80984  2.93363
O  -6.61455  1.17102  -2.69612
O  3.17770  -2.59794  -4.71153
N  4.26335  -0.93593  -5.80120
N  -1.08424  -0.59914  1.02469
N  -7.78987  0.27366  -0.96946
C  -3.77338  3.02492  -0.59532
C  -0.66354  -3.00836  0.44775
C  -1.55925  2.97674  0.70337
C  -2.29250  2.59525  -0.59368
C  1.91261  -0.17924  1.36878
C  5.40884  1.45919  4.75978
C  -0.44843  0.77669  1.22690
C  -6.66152  0.63538  -1.60758
C  0.81759  0.85369  3.54535
C  -4.12051  -1.56571  3.17667
C  -1.56574  3.09845  -1.83991
C  5.88856  -1.50922  -0.94058
C  -1.80692  -1.10663  2.24789
C  -0.15195  -3.54526  -2.92467
C  5.09155  -0.22421  -0.67239
C  0.89426  2.00499  4.18417
C  1.01718  3.35913  3.53851
C  2.47441  0.57102  0.12122
C  -7.77872  -0.34599  0.33703
C  -0.11985  -1.59070  0.33210
C  3.60970  -2.11105  -5.74409
C  4.47819  -0.23436  -4.54746
C  0.88470  0.79540  2.02618
C  4.68023  0.28442  4.09536
C  -1.77655  -1.12479  -1.99321
C  0.74953  -2.49250  -2.28698
C  -3.23428  -1.52826  1.93142
C  1.22913  -1.52943  1.06716
C  4.72493  -0.35972  -7.04549
C  -9.06071  0.52759  -1.63148
C  -1.50650  1.80004  1.67870
C  3.87494  0.68812  2.86064
C  3.11024  -0.50091  2.27927
H  5.11784  -0.82137  -3.88474
H  1.26764  1.79009  1.77211
H  -0.94185  -3.90564  -2.26328
H  4.46459  -1.02728  -7.86508
H  1.40738  -2.94200  -1.53796
H  3.52919  -0.07816  -4.03563
H  -3.94067  3.83790  -1.30300
H  -3.25299  -2.49343  1.42361
H  -0.62756  -3.16292  -3.82882
H  -3.69097  -0.79875  1.25193
H  2.78064  -1.15054  3.09356
H  -1.80660  -0.29487  2.96902
H  5.23452  -2.37067  -1.08077
H  1.93337  -2.15511  0.51162
H  -2.49633  1.33244  1.71796
H  5.40421  -0.47812  3.79005
H  0.59525  4.12784  4.18184
H  -9.11083  0.00378  -2.58577
H  -2.34817  -1.93788  -1.54492
H  -1.82856  -0.42747  0.34303
H  -3.62362  -1.12715  4.04565
H  5.48647  0.60848  -1.25492
H  -2.04576  3.82926  1.18399
H  -1.68175  -3.11023  0.07582
H  5.04648  2.41978  4.38270
H  3.79722  -1.11399  1.68143
H  2.07431  3.60448  3.39317
H  -6.75005  -0.45302  0.67871
H  1.67927  1.05068  -0.44583
H  1.43548  -2.09557  -3.03761
H  4.56428  1.11370  2.12280
H  -0.16057  1.03533  0.20782
H  3.19324  1.50106  3.13568
H  -2.03228  2.71859  -2.75127
H  -9.18862  1.59181  -1.82799
H  -1.79537  -1.27525  -3.07411
H  3.13867  1.36617  0.46710
H  -1.59992  4.19054  -1.88367
H  -1.21773  -1.90778  2.67547
H  -8.31826  0.26121  1.06614
H  -4.10161  3.36095  0.39140
H  1.08373  -2.02741  2.03310
H  -0.51669  2.78669  -1.84444
H  5.26551  1.46399  5.84043
H  6.48258  1.42657  4.57332
H  -8.23725  -1.33653  0.30777
H  -1.30021  2.13121  2.69747
H  5.14546  0.06179  0.37598
H  0.51464  3.41643  2.57291
H  3.50066  -2.60271  -6.72339
H  -9.86427  0.18058  -0.98627
H  -4.44711  -2.57242  3.43199
H  4.00477  -0.20082  4.80680
H  -0.53631  3.30102  0.47261
H  -5.74764  0.38927  -1.03236
H  -0.02531  -3.66192  -0.14386
H  6.55252  -1.72961  -0.10356
H  6.50422  -1.42256  -1.83630
H  -2.28567  1.49681  -0.65028
H  4.94562  0.72803  -4.74418
H  0.45821  -4.39821  -3.22288
H  4.25572  0.60879  -7.22699
H  -0.63194  -3.38212  1.47264
H  5.80799  -0.22550  -7.04134
H  -2.28635  -0.17557  -1.81018
H  -4.42999  2.20050  -0.88158

Orbital gap = 9.1 eV
HOMO energy = -10.92 eV
Net charge = +1

Here are the Mulliken charges for atoms 1 to 2, given in e: atom 1 (Br): -0.061, atom 2 (Br): -0.113



# 6
Computed, not measured: an isolated ion of composition CHNO5P and charge -1 in a non-equilibrium geometry, with ωB97M-V/def2-TZVPD.

Geometry (Å):
P  -0.05759  0.57098  0.10958
O  -1.21157  1.22310  0.80816
O  0.81088  -0.47991  1.04797
O  0.98676  1.44701  -0.48172
O  2.09432  -0.53039  0.44617
O  -2.47702  -0.99762  0.00145
N  -0.54277  -0.61281  -1.21574
C  -1.53013  -0.92580  -0.64725
H  1.92714  0.30544  -0.06862

Orbital gap (spin up / spin down) = 5.1 / 8.4 eV
Spin multiplicity = 3
HOMO energy (spin up / spin down) = -1.26 / -6.01 eV
Net charge = -1
Expectation value of S² = 2.010

Here are the Mulliken charges for atoms 1 to 2, given in e: atom 1 (P): 0.841, atom 2 (O): -0.656



Here are the calculated DFT total energy numbers, same order: -4842.60390 -3435.88226 -1672.87995 -2025.78716 -7598.94371 -810.93275 (hartree).